A structure of composition C41H49BrClF4INbO4. Source: the OMol25 dataset; level of theory: ωB97M-V/def2-TZVPD.

Kohn-Sham gap	6.51	eV

```
! RIJCOSX wB97M-V def2-TZVPD def2/J DEFGRID3
* xyz -1 1
C -0.963 2.351 -4.339
C -0.416 1.862 -3.371
Nb 0.411 0.845 -1.565
I 1.855 -0.962 -3.219
C 2.102 2.384 -1.717
C 2.924 2.414 -3.018
C 3.497 3.816 -3.302
C 2.486 4.807 -3.785
O 2.365 5.931 -3.361
O 1.707 4.311 -4.769
C 1.250 5.251 -5.743
C -0.034 5.963 -5.355
C 1.551 -0.069 0.180
C 0.928 0.143 1.538
O 1.406 -0.719 2.619
C 2.682 -1.133 2.542
O 3.560 -0.713 3.241
C -0.538 2.272 -0.136
C -1.150 3.552 -0.704
C -1.238 4.630 0.384
Cl -2.814 3.286 -1.322
C -1.294 -0.695 -1.506
Br -0.957 -2.204 -0.255
C -2.735 -0.211 -1.265
C -3.452 0.106 -2.584
H -1.500 2.867 -5.099
H 2.787 2.320 -0.868
H 1.606 3.362 -1.639
H 3.764 1.729 -2.920
H 2.317 2.132 -3.874
H 4.241 3.724 -4.102
H 4.012 4.222 -2.436
H 1.073 4.672 -6.647
H 2.037 5.973 -5.963
H -0.018 6.258 -4.311
H -0.903 5.330 -5.523
H -0.143 6.850 -5.980
H 2.535 0.407 0.198
H 1.717 -1.117 -0.058
H -0.148 -0.015 1.520
H 1.105 1.171 1.857
H 2.858 -1.936 1.813
H -1.234 1.813 0.571
H 0.312 2.632 0.457
H -0.536 3.938 -1.514
H -1.567 4.162 1.312
H -0.270 5.110 0.515
H -1.997 5.367 0.129
H -1.295 -1.184 -2.481
H -2.806 0.615 -0.560
H -3.285 -1.035 -0.807
H -2.756 0.420 -3.359
H -3.931 -0.805 -2.946
H -4.224 0.859 -2.447
F -3.794 -4.658 2.180
C -2.744 -4.955 2.972
C -1.483 -4.534 2.602
C -0.415 -4.845 3.432
C -0.615 -5.570 4.599
C -1.894 -5.983 4.944
C -2.973 -5.673 4.129
H -1.339 -3.972 1.689
H 0.579 -4.516 3.161
H 0.225 -5.810 5.238
H -2.055 -6.550 5.851
H -3.981 -5.977 4.381
F -1.075 0.221 -6.735
C -0.255 0.749 -7.657
C 0.836 1.496 -7.250
C 1.671 2.023 -8.226
C 1.410 1.813 -9.574
C 0.305 1.064 -9.953
C -0.536 0.523 -8.991
H 1.026 1.654 -6.195
H 2.534 2.603 -7.925
H 2.067 2.231 -10.326
H 0.095 0.899 -11.002
H -1.398 -0.071 -9.262
F -0.084 -9.000 5.696
C 0.643 -8.768 6.804
C 1.882 -9.363 6.930
C 2.628 -9.116 8.074
C 2.129 -8.292 9.073
C 0.879 -7.708 8.925
C 0.129 -7.940 7.782
H 2.250 -10.006 6.142
H 3.603 -9.571 8.182
H 2.714 -8.105 9.964
H 0.485 -7.065 9.701
H -0.843 -7.485 7.648
F -3.119 2.445 2.720
C -2.366 2.605 3.826
C -1.162 1.937 3.917
C -0.389 2.108 5.056
C -0.830 2.932 6.083
C -2.047 3.591 5.968
C -2.826 3.433 4.830
H -0.837 1.297 3.110
H 0.559 1.592 5.135
H -0.226 3.061 6.971
H -2.394 4.233 6.768
H -3.775 3.941 4.716
*
```

Mulliken population analysis, charges in e, atoms 1 to 4:
1 C -0.073
2 C -0.121
3 Nb -2.247
4 I -0.314

A structure of composition C18H14ClN2O4S4SbV. Source: the OMol25 dataset; level of theory: ωB97M-V/def2-TZVPD.

Kohn-Sham gap (alpha / beta)	5.25 / 5.42	eV

```
! RIJCOSX wB97M-V def2-TZVPD def2/J DEFGRID3
* xyz -2 4
V -1.130 -1.254 0.690
C 3.218 -2.542 -0.665
C 2.060 -2.474 -1.622
C 1.117 -3.499 -1.664
C -0.007 -3.399 -2.473
C -0.206 -2.279 -3.256
C 0.733 -1.253 -3.233
C 1.854 -1.355 -2.421
H 3.492 -3.577 -0.453
H 2.924 -2.088 0.286
H 4.093 -2.021 -1.060
H 1.229 -4.345 -0.999
H -0.756 -4.180 -2.441
H -1.110 -2.174 -3.842
H 0.573 -0.360 -3.825
H 2.574 -0.542 -2.390
S -3.457 -1.951 4.768
Sb -2.448 -0.764 3.149
S -0.347 -3.446 1.485
S 0.792 -1.756 2.091
S -2.343 1.447 3.712
O -4.949 2.533 -0.831
C -3.938 3.204 -0.310
O -4.017 4.383 -0.046
C -2.693 2.431 -0.052
C -1.551 2.911 0.575
Cl -1.187 4.444 1.212
N -0.621 1.943 0.565
N -1.099 0.842 -0.041
C -2.339 1.118 -0.421
C -3.096 -0.055 -1.026
O -4.286 0.134 -1.333
O -2.407 -1.107 -1.122
C 0.716 1.915 1.081
C 0.951 2.224 2.409
C 2.252 2.122 2.880
C 3.274 1.704 2.039
C 3.011 1.383 0.716
C 1.719 1.493 0.225
H -4.714 1.567 -1.039
H 0.112 2.461 3.050
H 2.457 2.332 3.922
H 4.281 1.600 2.426
H 3.803 1.021 0.072
H 1.466 1.211 -0.788
*
```

Mulliken population analysis, charges in e, atoms 1 to 4:
1 V 0.432
2 C -1.377
3 C 0.871
4 C -0.325

A structure of composition C12H5As2Cl5F6O6STa in a non-equilibrium geometry. Source: the OMol25 dataset; level of theory: ωB97M-V/def2-TZVPD.

energy relative to the best compared isomer or geometry (same formula, charge and spin)	2.230	eV
Kohn-Sham gap (alpha / beta)	5.63 / 6.07	eV

```
! RIJCOSX wB97M-V def2-TZVPD def2/J DEFGRID3
* xyz 2 2
Ta 0.538 1.473 1.226
O -1.295 -1.518 3.609
As -0.762 -1.578 1.980
O -1.957 -0.643 0.977
O 0.482 -0.194 1.980
C -1.984 -2.585 -2.712
C -2.229 -3.999 -2.240
C -3.385 -4.368 -2.797
C -3.943 -3.272 -3.613
C -3.142 -2.204 -3.579
C -0.913 -1.938 -2.473
S 0.957 3.674 -1.791
O 1.251 5.048 -1.646
O 2.279 -0.165 0.047
O 0.891 2.901 -0.554
H -1.450 -0.646 4.004
H -1.555 -4.543 -1.602
H -3.847 -5.335 -2.664
H -4.872 -3.326 -4.161
H -3.241 -1.242 -4.051
F 0.485 2.607 2.638
As -3.150 0.590 1.364
F -3.856 0.287 -0.149
F -1.157 2.004 0.490
F -3.780 2.149 1.322
F -4.183 -0.217 2.396
F -2.033 1.221 2.564
Cl 0.398 -1.143 -2.106
C 3.152 0.577 0.582
C 2.657 1.804 1.116
C 3.529 2.774 1.509
Cl 2.970 4.312 2.001
C 4.940 2.511 1.509
Cl 6.009 3.689 2.047
C 5.436 1.255 1.068
Cl 7.110 0.956 1.089
C 4.566 0.291 0.604
Cl 5.087 -1.208 0.018
*
```

Mulliken population analysis, charges in e, atoms 1 to 4:
1 Ta 1.779
2 O -0.469
3 As 0.505
4 O -0.383

A structure of composition C37H39N3O4SSiW. Source: the OMol25 dataset; level of theory: ωB97M-V/def2-TZVPD.

energy relative to the best compared isomer or geometry (same formula, charge and spin)	1.107	eV
Kohn-Sham gap (alpha / beta)	6.59 / 7.22	eV

```
! RIJCOSX wB97M-V def2-TZVPD def2/J DEFGRID3
* xyz 2 3
W 0.201 0.436 0.319
O 2.309 0.336 -0.045
C 3.100 -0.830 0.395
C 1.941 -1.745 0.809
O 1.824 -2.904 0.608
O 0.943 -0.994 1.412
C 3.865 -1.398 -0.779
C 3.547 -1.069 -2.091
C 4.243 -1.655 -3.139
C 5.244 -2.579 -2.880
C 5.554 -2.914 -1.570
C 4.871 -2.323 -0.520
C 3.967 -0.422 1.561
C 5.022 0.453 1.308
C 5.822 0.897 2.348
C 5.588 0.447 3.641
C 4.557 -0.446 3.891
C 3.740 -0.876 2.854
H 2.786 1.175 0.058
H 2.774 -0.344 -2.308
H 4.006 -1.384 -4.159
H 5.787 -3.033 -3.698
H 6.337 -3.631 -1.364
H 5.126 -2.579 0.500
H 5.241 0.763 0.291
H 6.640 1.575 2.148
H 6.222 0.781 4.451
H 4.387 -0.814 4.894
H 2.936 -1.570 3.070
C 1.096 1.814 3.106
Si 1.187 3.184 1.816
C 0.103 4.623 2.316
C 2.958 3.705 1.506
N 0.611 2.367 0.339
C 0.557 2.881 -0.973
C 0.439 1.998 -2.058
C 0.356 2.460 -3.368
C 0.397 3.820 -3.612
C 0.508 4.708 -2.544
C 0.576 4.255 -1.240
H 0.899 2.246 4.090
H 2.027 1.246 3.177
H 0.299 1.074 2.943
H 0.271 4.851 3.371
H -0.960 4.408 2.191
H 0.322 5.533 1.756
H 3.237 4.528 2.167
H 3.109 4.056 0.482
H 3.661 2.892 1.702
H 0.520 0.903 -1.950
H 0.285 1.754 -4.183
H 0.358 4.197 -4.625
H 0.543 5.772 -2.737
H 0.644 4.962 -0.425
C 0.740 -7.479 -0.430
C 0.098 -6.128 -0.356
C -0.020 -5.333 -1.502
C -0.599 -4.084 -1.445
C -1.058 -3.617 -0.215
C -0.937 -4.377 0.943
C -0.371 -5.635 0.860
S -1.794 -2.053 -0.027
C -3.142 -2.114 -1.196
O -0.810 -1.019 -0.735
H 0.728 -7.871 -1.445
H 0.239 -8.189 0.225
H 1.782 -7.414 -0.108
H 0.346 -5.710 -2.448
H -0.673 -3.475 -2.337
H -1.279 -3.988 1.894
H -0.284 -6.241 1.752
H -2.760 -2.333 -2.191
H -3.660 -1.159 -1.171
H -3.813 -2.906 -0.866
N -6.175 4.392 0.161
C -5.262 3.700 0.222
C -4.122 2.836 0.299
C -3.462 2.648 1.514
C -2.344 1.845 1.540
N -1.889 1.200 0.451
C -2.560 1.351 -0.712
C -3.657 2.176 -0.835
H -3.805 3.135 2.415
H -1.782 1.709 2.454
H -2.184 0.801 -1.563
H -4.144 2.297 -1.792
*
```

Mulliken population analysis, charges in e, atoms 1 to 4:
1 W 0.121
2 O -0.480
3 C 4.680
4 C -1.686

A structure of composition C47H32N12OP2ScSe2 in a non-equilibrium geometry. Source: the OMol25 dataset; level of theory: ωB97M-V/def2-TZVPD.

Kohn-Sham gap	5.88	eV

```
! RIJCOSX wB97M-V def2-TZVPD def2/J DEFGRID3
* xyz 1 1
Sc -0.281 0.018 2.058
C -4.618 -1.489 1.414
C -3.266 -1.242 1.187
N -2.630 -0.245 1.797
C -3.343 0.525 2.644
C -4.675 0.200 2.918
N -5.295 -0.787 2.304
C -2.637 1.668 3.248
C -3.224 2.534 4.163
C -2.478 3.585 4.699
C -1.154 3.723 4.286
C -0.641 2.828 3.352
N -1.369 1.825 2.847
C 0.739 2.893 2.851
C 1.522 4.052 2.903
N 2.758 4.078 2.451
C 3.249 2.964 1.934
C 2.486 1.805 1.842
N 1.234 1.765 2.296
C -3.089 4.521 5.650
C -4.398 4.962 5.451
C -4.941 5.863 6.355
N -4.283 6.316 7.406
C -3.049 5.895 7.604
C -2.398 5.008 6.758
H -5.156 -2.268 0.894
H -2.691 -1.856 0.505
H -5.263 0.729 3.653
H -4.239 2.389 4.494
H -0.538 4.505 4.699
H 1.139 4.980 3.306
H 4.271 3.001 1.591
H 2.890 0.895 1.405
H -4.966 4.634 4.594
H -5.948 6.238 6.229
H -2.552 6.289 8.480
H -1.395 4.677 6.979
Se -2.190 -2.472 -3.668
P -0.523 -1.200 -3.756
C 1.030 -2.036 -4.233
C 1.015 -3.388 -4.540
C 2.166 -4.005 -4.996
C 3.338 -3.275 -5.126
C 3.351 -1.922 -4.827
C 2.195 -1.296 -4.402
C -0.629 0.181 -4.929
C -0.243 1.472 -4.598
C -0.257 2.456 -5.569
C -0.656 2.155 -6.861
C -1.055 0.868 -7.187
C -1.040 -0.122 -6.222
C -0.319 -0.429 -2.147
C 0.392 -0.707 -0.978
N -0.142 0.095 -0.018
N -1.121 0.797 -0.577
N -1.240 0.497 -1.827
P 1.752 -1.754 -0.486
Se 1.769 -1.855 1.674
C 3.282 -1.004 -1.105
C 4.496 -1.607 -0.792
C 5.672 -1.063 -1.275
C 5.640 0.071 -2.073
C 4.431 0.687 -2.354
C 3.251 0.167 -1.855
C 1.494 -3.391 -1.213
C 2.537 -4.168 -1.696
C 2.276 -5.452 -2.140
C 0.986 -5.953 -2.109
C -0.056 -5.174 -1.630
C 0.197 -3.896 -1.170
H 0.098 -3.949 -4.423
H 2.151 -5.052 -5.257
H 4.242 -3.754 -5.472
H 4.260 -1.348 -4.943
H 2.186 -0.232 -4.220
H 0.042 1.711 -3.585
H 0.042 3.462 -5.309
H -0.670 2.933 -7.609
H -1.377 0.645 -8.193
H -1.355 -1.131 -6.452
H 4.504 -2.489 -0.165
H 6.616 -1.521 -1.031
H 6.556 0.483 -2.468
H 4.409 1.573 -2.970
H 2.309 0.665 -2.045
H 3.542 -3.779 -1.734
H 3.084 -6.061 -2.512
H 0.790 -6.953 -2.461
H -1.063 -5.560 -1.619
H -0.608 -3.284 -0.779
O -0.376 -0.556 3.848
N -0.986 -1.641 3.389
C -1.584 -2.449 4.211
C -2.225 -3.587 3.657
N -2.737 -4.507 3.207
C -1.664 -2.272 5.621
N -1.754 -2.101 6.749
*
```

Mulliken population analysis, charges in e, atoms 1 to 4:
1 Sc -0.380
2 C -0.589
3 C -0.181
4 N 0.410

A cluster of 2 separate species, C5H14N2O in total in a non-equilibrium geometry. Source: the OMol25 dataset; level of theory: ωB97M-V/def2-TZVPD.

energy relative to the best compared isomer or geometry (same formula, charge and spin)	5.151	eV
Kohn-Sham gap (alpha / beta)	8.70 / 8.70	eV

```
! RIJCOSX wB97M-V def2-TZVPD def2/J DEFGRID3
* xyz 0 1
C 0.093 -1.412 -0.121
C -1.928 0.761 0.803
C 1.011 -0.942 0.955
C 0.245 -2.797 -0.649
N -1.677 -0.583 0.327
N -0.724 -0.540 -0.765
H -1.112 -0.826 -1.661
H -1.085 1.222 1.341
H -2.185 1.446 -0.020
H -2.766 0.705 1.502
H 2.041 -0.959 0.576
H 0.782 0.070 1.277
H 0.970 -1.609 1.819
H 1.122 -3.308 -0.255
H 0.296 -2.790 -1.743
H -0.647 -3.373 -0.374
C 1.014 2.803 -0.346
O 1.130 1.730 -1.264
H 0.422 1.087 -1.092
H 1.183 2.486 0.692
H 1.780 3.535 -0.603
H 0.035 3.294 -0.399
*
```

Mulliken population analysis, charges in e, atoms 1 to 4:
1 C 1.045
2 C -0.598
3 C -1.207
4 C -1.316